Record 1
{
  "formula": "C14H16O",
  "method": "ωB97M-V/def2-TZVPD",
  "e_homo_ev": -8.3,
  "e_above_lowest_kj_mol": 152.1,
  "charge": 0,
  "molar_mass_g_mol": 200.28,
  "orbital_gap_ha": 0.3369,
  "elements": ["C", "C", "C", "C", "C", "C", "C", "O", "H", "H", "H", "H", "H", "H", "H", "H", "C", "C", "C", "C", "C", "C", "C", "H", "H", "H", "H", "H", "H", "H", "H"],
  "coordinates": [[0.9753, -1.1812, 3.1046], [-0.3748, 0.9533, 3.0125], [-0.0979, -0.3123, 2.4838], [-1.5815, 1.5644, 2.8005], [-2.5353, 0.8911, 2.0192], [-1.0151, -0.9164, 1.6418], [-2.2680, -0.3405, 1.4840], [-3.6017, 1.6302, 1.5488], [0.4334, 1.2905, 3.6433], [-1.8867, 2.4572, 3.2997], [1.6580, -0.5969, 3.7156], [1.4555, -1.8524, 2.3910], [-0.8464, -1.9209, 1.2952], [-3.8567, 2.2797, 2.2236], [-3.0026, -0.7041, 0.7836], [0.4387, -1.8648, 3.7674], [2.7428, -0.3045, -1.1364], [-0.1709, 1.1779, -3.1613], [0.5972, 0.9606, -2.0102], [-0.2562, 0.1954, -4.1101], [1.3676, -0.1622, -1.8434], [0.4782, -0.9957, -3.9920], [1.2584, -1.1513, -2.8717], [-0.8365, 2.0245, -3.2623], [0.5550, 1.7627, -1.2884], [-0.8768, 0.2642, -4.9991], [0.5524, -1.7221, -4.7869], [2.6584, -0.0325, -0.0858], [3.4352, 0.1079, -1.8533], [1.6593, -2.1269, -2.6407], [2.9417, -1.3746, -1.1731]]
}

=====

Record 2
{
  "formula": "C29H35N3S2",
  "method": "ωB97M-V/def2-TZVPD",
  "e_homo_ev": -4.9,
  "charge": 0,
  "molar_mass_g_mol": 489.75,
  "orbital_gap_ha": 0.1121,
  "elements": ["C", "C", "C", "N", "C", "S", "S", "C", "C", "H", "H", "H", "H", "H", "H", "H", "H", "H", "H", "C", "C", "N", "C", "C", "C", "C", "C", "C", "C", "C", "C", "C", "N", "C", "C", "C", "C", "C", "C", "C", "C", "C", "C", "C", "H", "H", "H", "H", "H", "H", "H", "H", "H", "H", "H", "H", "H", "H", "H", "H", "H", "H", "H", "H", "H", "H", "H", "H", "H"],
  "coordinates": [[2.5251, 1.8081, 5.1226], [1.2234, 2.4220, 5.6710], [0.0038, 1.8860, 4.9107], [0.1552, 2.0624, 3.4451], [-0.8106, 2.6313, 2.6485], [-2.3102, 3.0128, 3.2832], [-0.5022, 2.9338, 1.0336], [1.4068, 1.4877, 2.9015], [2.6338, 2.0600, 3.6106], [3.4070, 2.1907, 5.6573], [2.5164, 0.7251, 5.3049], [1.1237, 2.2282, 6.7482], [1.2625, 3.5139, 5.5624], [-0.1364, 0.8191, 5.1106], [-0.9083, 2.3931, 5.2399], [1.3563, 0.4041, 3.0453], [1.4458, 1.6633, 1.8231], [2.6832, 3.1404, 3.4237], [3.5571, 1.6322, 3.1975], [0.2687, 1.0772, -6.1281], [-1.0780, 1.2306, -6.8609], [-2.2122, 1.1918, -5.9223], [-3.5423, 1.8120, -6.0850], [-4.3082, 1.3804, -4.8078], [-3.2900, 0.6572, -3.9601], [-3.3457, 0.1466, -2.6892], [-2.1882, -0.4357, -2.1019], [-2.2638, -0.8585, -0.7479], [-1.2071, -1.2279, 0.1261], [-1.5205, -1.8908, 1.3445], [-0.5155, -2.3145, 2.1760], [0.8244, -2.0848, 1.8209], [1.6919, -2.6596, 2.7376], [3.1449, -2.6612, 2.4960], [3.4845, -2.4507, 1.0075], [2.6453, -1.3488, 0.3086], [1.1837, -1.4193, 0.6493], [0.1640, -0.9629, -0.1559], [0.9540, -3.4597, 3.7370], [-0.5321, -3.1308, 3.4457], [-1.0173, -0.5579, -2.9088], [-0.9451, -0.0271, -4.1772], [-2.0894, 0.5864, -4.6826], [0.2767, -0.0388, -5.0520], [1.0719, 0.9055, -6.8567], [0.5146, 2.0332, -5.6526], [-1.1299, 2.1718, -7.4228], [-1.2173, 0.4202, -7.5840], [-3.4210, 2.8972, -6.1520], [-4.0106, 1.4618, -7.0095], [-4.7105, 2.2405, -4.2635], [-5.1439, 0.7110, -5.0433], [-4.2658, 0.2013, -2.1359], [-3.2563, -0.8850, -0.3252], [-2.5440, -2.0793, 1.6082], [3.5862, -1.8664, 3.1052], [3.5503, -3.6106, 2.8659], [4.5563, -2.2351, 0.8962], [3.3288, -3.3986, 0.4787], [3.0308, -0.3592, 0.5727], [2.7556, -1.4290, -0.7794], [0.4206, -0.3429, -0.9919], [1.1796, -4.5182, 3.5757], [1.2675, -3.1951, 4.7517], [-0.9849, -2.5534, 4.2596], [-1.1275, -4.0391, 3.3072], [-0.1815, -1.1262, -2.5507], [0.3452, -1.0159, -5.5400], [1.1707, 0.0442, -4.4228]]
}

=====

Record 3
{
  "formula": "CH12O7",
  "method": "ωB97M-V/def2-TZVPD",
  "s_squared": 0.76,
  "e_homo_ev": [-15.5, -15.5],
  "e_above_lowest_kj_mol": 0.0,
  "charge": 1,
  "molar_mass_g_mol": 136.10,
  "spin_multiplicity": 2,
  "orbital_gap_ha": [0.4296, 0.2349],
  "elements": ["O", "C", "O", "H", "H", "H", "H", "O", "H", "H", "O", "H", "H", "O", "H", "H", "O", "H", "H", "O"],
  "coordinates": [[1.0311, 1.0792, -1.1290], [0.0214, 0.4940, -0.8321], [-0.3275, -0.6934, -1.1347], [-0.5557, 1.0747, -0.0160], [-1.2239, -0.8318, -0.6922], [-0.7394, 1.4794, 2.1853], [0.2494, 0.2210, 1.9130], [-0.6620, 0.6163, 1.7618], [1.4115, -1.7820, 2.6128], [2.1427, -1.3539, 1.4621], [1.3608, -1.0438, 1.9871], [-2.9675, 2.0816, -2.3188], [-1.5973, 2.4612, -1.7963], [-2.3949, 1.9761, -1.5480], [3.5100, -2.1741, -0.5116], [3.3012, -0.6690, -0.2264], [3.4828, -1.5115, 0.1855], [-2.6759, 0.3255, -0.4918], [-2.2023, -0.1198, 0.9068], [-2.5625, -0.4737, 0.0691]]
}

=====

Record 4
{
  "formula": "CH2BrCl2P",
  "method": "ωB97M-V/def2-TZVPD",
  "e_homo_ev": -9.4,
  "e_above_lowest_kj_mol": 137.6,
  "charge": 0,
  "molar_mass_g_mol": 195.81,
  "orbital_gap_ha": 0.3094,
  "elements": ["C", "P", "Cl", "Cl", "Br", "H", "H"],
  "coordinates": [[-0.4182, 1.0950, 0.5666], [0.1097, -0.4037, -0.0458], [1.8450, -0.7569, 0.8978], [-0.9858, -1.9566, 0.5007], [0.5109, -1.3838, -2.2034], [0.1746, 1.9314, 0.3217], [-1.2361, 1.4746, -0.0375]]
}

=====

Record 5
{
  "formula": "C25H54BClO13P2S4",
  "method": "ωB97M-V/def2-TZVPD",
  "e_homo_ev": -8.4,
  "e_above_lowest_kj_mol": 0.0,
  "charge": 0,
  "molar_mass_g_mol": 799.18,
  "orbital_gap_ha": 0.3239,
  "elements": ["C", "C", "O", "B", "O", "P", "Cl", "C", "C", "C", "P", "O", "O", "C", "C", "O", "C", "C", "H", "H", "H", "H", "H", "H", "H", "H", "H", "H", "H", "H", "H", "H", "H", "H", "H", "H", "H", "H", "H", "H", "C", "C", "C", "S", "O", "O", "C", "H", "H", "H", "H", "H", "H", "H", "H", "C", "C", "C", "S", "O", "O", "C", "H", "H", "H", "H", "H", "H", "H", "H", "C", "C", "C", "S", "O", "O", "C", "H", "H", "H", "H", "H", "H", "H", "H", "C", "C", "C", "S", "O", "O", "C", "H", "H", "H", "H", "H", "H", "H", "H"],
  "coordinates": [[0.6740, -0.5386, 5.5353], [0.8026, -1.5421, 4.4122], [0.6557, -0.8570, 3.1569], [1.0011, -1.4218, 1.9799], [2.1458, -2.1562, 1.7931], [-0.1331, -1.1682, 0.3932], [-1.6530, -2.4999, 0.9098], [-0.9841, 0.4377, 0.6885], [0.0039, 1.6011, 0.4832], [-0.4858, 2.9556, 1.0458], [-0.0321, 3.3037, 2.7454], [-0.1010, 2.1498, 3.6567], [-0.9130, 4.5460, 3.2253], [-2.2538, 4.7767, 2.7819], [-3.2315, 3.6835, 3.2074], [1.4139, 3.9513, 2.6190], [2.4668, 3.5066, 3.5009], [3.0542, 2.1741, 3.0835], [0.8360, -1.0061, 6.5059], [-0.3045, -0.0609, 5.5020], [1.4094, 0.2529, 5.3948], [1.7753, -2.0438, 4.4621], [0.0081, -2.2911, 4.4684], [2.8078, -1.9471, 2.4645], [-1.4839, 0.5059, 1.6584], [-1.7473, 0.4742, -0.0958], [0.1400, 1.7517, -0.5906], [0.9905, 1.3276, 0.8750], [-0.0559, 3.7459, 0.4226], [-1.5698, 3.0228, 0.9261], [-2.5357, 5.7267, 3.2365], [-2.2753, 4.9364, 1.7014], [-3.9964, 3.5442, 2.4403], [-3.7249, 3.9327, 4.1466], [-2.7224, 2.7272, 3.3451], [2.1188, 3.4856, 4.5358], [3.2268, 4.2869, 3.4310], [3.7720, 1.8498, 3.8414], [2.2746, 1.4119, 3.0323], [3.5741, 2.2613, 2.1277], [-1.0289, -7.0548, -2.7539], [-1.4101, -6.5830, -1.3429], [-1.4999, -5.0529, -1.3801], [-1.9541, -4.6227, -3.0637], [-0.8669, -3.8804, -3.6551], [-3.2918, -4.0896, -3.1078], [-1.9397, -6.2938, -3.7114], [-1.1440, -8.1315, -2.8693], [0.0140, -6.8043, -2.9596], [-2.3783, -7.0040, -1.0653], [-0.6850, -6.9098, -0.5994], [-2.2573, -4.6523, -0.7151], [-0.5441, -4.5751, -1.1763], [-1.5885, -6.2668, -4.7402], [-2.9647, -6.6616, -3.6737], [0.9879, -1.2630, -7.0868], [0.0435, -1.3541, -5.8812], [0.6417, -0.4943, -4.7622], [1.5892, 0.7981, -5.5824], [2.9855, 0.6374, -5.2627], [0.9427, 2.0742, -5.3931], [1.3085, 0.2178, -7.2551], [0.5361, -1.6734, -7.9887], [1.9044, -1.8217, -6.8842], [-0.9385, -0.9645, -6.1610], [-0.0963, -2.3792, -5.5442], [-0.1143, -0.0196, -4.1421], [1.3290, -1.0580, -4.1347], [2.1975, 0.4231, -7.8466], [0.4555, 0.7680, -7.6526], [4.8376, 2.2281, 9.0334], [5.9379, 1.1798, 8.8169], [5.2767, -0.0561, 8.1954], [3.8482, 0.5511, 7.2802], [2.6617, 0.0457, 7.9199], [4.0593, 0.3898, 5.8628], [4.0398, 2.2729, 7.7349], [5.2505, 3.2056, 9.2773], [4.1876, 1.9229, 9.8558], [6.6919, 1.5778, 8.1353], [6.4406, 0.9238, 9.7482], [5.9263, -0.5844, 7.5021], [4.8988, -0.7443, 8.9485], [3.0510, 2.7159, 7.8303], [4.5966, 2.7617, 6.9353], [-4.5983, 1.5970, -5.7500], [-4.7703, 0.1014, -6.0489], [-5.0421, -0.0355, -7.5518], [-4.2332, 1.3710, -8.3370], [-5.2408, 2.2152, -8.9263], [-3.1097, 0.9136, -9.1153], [-3.6561, 2.1340, -6.8219], [-4.1978, 1.7661, -4.7516], [-5.5628, 2.1049, -5.8169], [-3.8531, -0.4306, -5.7885], [-5.5774, -0.3386, -5.4657], [-4.6266, -0.9452, -7.9775], [-6.1021, 0.0356, -7.7874], [-3.6844, 3.2147, -6.9370], [-2.6310, 1.8010, -6.6585]]
}

=====

Record 6
{
  "formula": "C4H13FeO9P",
  "method": "ωB97M-V/def2-TZVPD",
  "s_squared": 6.01,
  "e_homo_ev": [1.3, 1.3],
  "e_above_lowest_kj_mol": 97.6,
  "charge": -2,
  "molar_mass_g_mol": 291.96,
  "spin_multiplicity": 5,
  "orbital_gap_ha": [0.1173, 0.1161],
  "elements": ["Fe", "O", "H", "P", "O", "O", "O", "O", "C", "C", "O", "O", "H", "H", "H", "H", "H", "H", "C", "C", "O", "O", "H", "H", "H", "H", "H", "H"],
  "coordinates": [[-0.9802, 0.2539, 0.9697], [-0.1977, 1.6363, 2.2860], [-0.5084, 2.5039, 2.0250], [-3.0094, -0.9721, 1.9756], [-1.4936, -1.3374, 2.0224], [-2.9136, 0.4164, 1.2691], [-3.7864, -0.9046, 3.3284], [-3.7510, -2.0483, 1.1141], [1.9421, -1.2537, 0.2049], [3.2257, -0.6174, -0.3297], [2.9780, 0.7193, -0.8055], [1.1943, -0.3967, 1.0433], [2.2619, -2.1578, 0.7411], [1.2720, -1.4852, -0.6228], [3.6268, -1.1817, -1.1695], [3.9956, -0.5523, 0.4475], [2.7926, 1.2454, -0.0191], [1.7522, -0.1972, 1.8077], [-1.3973, 0.1255, -1.9774], [-0.3161, 1.1949, -1.8546], [-0.3380, 1.7821, -0.5492], [-1.2727, -0.7642, -0.8839], [-1.2122, -0.3393, -2.9588], [-2.4044, 0.5500, -2.0038], [-0.4304, 1.9457, -2.6493], [0.6583, 0.7317, -2.0511], [0.4383, 2.3541, -0.5409], [-2.1264, -1.2514, -0.8188]]
}